{
  "formula": "B3F12Tl",
  "method": "ωB97M-V/def2-TZVPD",
  "symbols": ["Tl", "B", "F", "F", "F", "F", "B", "F", "F", "F", "F", "B", "F", "F", "F", "F"],
  "coordinates": [[-1.111, -0.373, -1.064], [-1.093, 2.632, 0.249], [0.004, 2.214, -0.521], [-0.838, 3.762, 0.966], [-2.198, 2.719, -0.579], [-1.346, 1.500, 1.064], [1.984, -0.295, -1.427], [3.354, -0.314, -1.626], [1.450, -1.585, -1.698], [1.662, 0.116, -0.145], [1.276, 0.593, -2.267], [-0.622, -2.220, 1.391], [-1.998, -1.987, 1.544], [-0.120, -2.985, 2.422], [-0.452, -2.823, 0.163], [0.047, -0.955, 1.530]],
  "atomic_forces_ev_per_a": [[2.862, 0.937, 2.595], [-0.696, 0.723, 0.030], [0.551, -0.569, -1.012], [0.105, -0.376, -0.018], [-0.281, 0.027, -0.626], [-0.259, -1.443, 0.455], [1.936, -0.012, 0.012], [-1.004, 0.039, -0.203], [-1.039, 0.036, 0.269], [-0.565, -0.226, 0.500], [-0.975, 0.058, -0.508], [-0.481, -0.405, 2.545], [-0.100, 0.533, -0.582], [-0.021, -0.125, -0.215], [0.303, 0.714, -1.688], [-0.336, 0.090, -1.555]],
  "relative_energy_kcal_mol": 75.1,
  "lumo_energy_ha": -0.3612,
  "gap_ev": 3.98
}